Entry from the Open Molecules 2025 dataset: the molecule C5H12O2 (ωB97M-V/def2-TZVPD).

```
! RIJCOSX wB97M-V def2-TZVPD def2/J DEFGRID3
* xyz 0 1
C -0.98391 1.32116 -2.01341
O -2.19953 0.51557 -1.79372
C -0.01043 1.19890 -0.84095
C 0.14422 -0.20393 -0.27363
C 1.11538 -0.21864 0.90108
C 1.00161 -1.54181 1.65180
O -0.29092 -1.65540 2.19966
H -1.35941 2.33528 -2.08813
H -0.68556 1.03327 -3.01632
H -2.60662 0.94193 -1.02453
H 0.93066 1.58475 -1.23994
H -0.39781 1.86431 -0.07373
H -0.82543 -0.54992 0.07424
H 0.45987 -0.91067 -1.03712
H 0.81892 0.55729 1.61968
H 2.16129 -0.10807 0.61894
H 1.24163 -2.34991 0.94483
H 1.77084 -1.61017 2.40092
H -0.28479 -2.20396 2.99036
*
```

E_LUMO = 0.9 eV
structure (SMILES) = OCCCCCO
M = 104.15 u
electronic energy = -348.1602 Ha
HOMO = -10.06 eV
Kohn-Sham gap = 10.978 eV